DFT (ωB97M-V/def2-TZVPD) results for a molecular structure, C4H6Br3FINO2S.

```
19
Properties=species:S:1:pos:R:3:lowdin_charge:R:1
H -0.30406 1.70506 -0.18699 0.05
Br -2.78870 4.46861 3.22896 0.57
H -0.10822 -1.58148 -2.65165 0.12
C -0.71371 0.66828 -0.05231 -0.12
O 2.04093 -3.58336 -2.45976 -0.31
H -0.91728 0.33490 1.02160 -0.08
C 0.32063 -0.93460 -1.84479 -0.34
Br 0.11627 4.53013 1.87113 0.57
C -1.07427 3.58297 3.06940 -1.58
N 1.12378 -1.66134 -0.83013 -0.70
I 2.92342 -0.76035 -0.40082 0.94
S 1.27668 -3.31346 -1.21392 0.63
Br -1.27136 1.72215 2.55475 0.70
C -0.92063 -0.25855 -1.11105 -0.11
H -0.61487 3.59861 4.05289 -0.03
F 2.06999 -3.99089 0.07553 -0.22
H 0.88660 -0.10123 -2.35900 0.10
H -1.95724 -0.51123 -1.47828 0.11
O -0.08796 -3.91421 -1.28555 -0.30
```

## Properties
total energy = -241604.3992 eV
net charge = 0
Kohn-Sham gap = 0.2569 Eh
max |F| = 5.18 eV Å⁻¹
HOMO level = -0.304 hartree

---

DFT (ωB97M-V/def2-TZVPD) results for 5 unconnected molecules or ions with the total composition C22H35FNO9.

```
68
Properties=species:S:1:pos:R:3:lowdin_charge:R:1
H 4.08129 2.09328 6.15901 0.12
C -3.51640 -3.70856 -6.58352 -0.08
C 3.40920 1.29808 8.02973 -0.08
H -3.24747 2.11223 1.03493 0.13
C -0.91325 0.13471 -4.45848 -0.16
O -1.72813 0.42723 -3.32437 -0.02
C 3.37513 1.33698 6.52283 -0.18
H 4.29711 1.39232 3.43352 0.12
C -3.68584 1.08793 0.62644 -0.10
O -2.46125 -3.19021 -4.54826 0.01
H -3.03956 -5.12833 -4.17271 0.13
C 6.13749 -0.01390 1.79319 -0.08
C 0.93011 0.24537 0.85134 -0.11
C 4.72587 0.44387 1.52641 -0.18
O 5.90376 2.22834 2.45805 0.03
H 0.05307 -1.53181 -0.30706 0.18
F 1.28771 1.70564 0.77242 -0.02
H 3.07440 0.33280 8.41955 0.14
H 3.97188 -0.32098 1.73054 0.10
C -2.34057 -1.05972 1.06830 -0.12
H 6.58419 -0.47339 0.90846 0.13
H -3.98515 -3.87773 -3.32774 0.13
H -2.80972 0.38836 2.69104 0.13
H -1.71794 -1.78243 1.76995 0.16
H -1.47259 2.88595 -4.91452 0.14
O 8.03242 1.44148 2.17483 0.11
H 3.63167 0.38301 6.05456 0.12
H 4.62914 0.74245 0.47546 0.12
C -2.42373 -2.95094 -5.89196 -0.45
H -2.37140 0.20656 -6.02635 0.12
H -4.41862 -0.67080 2.16918 0.14
H -1.95418 1.63817 -1.01932 0.16
C -0.17184 -0.37376 -0.24427 0.01
C -1.57420 0.83773 -5.61512 -0.15
C -2.44782 1.56117 -3.57019 -0.45
H -5.14855 -3.23047 -5.28309 0.13
C -2.53654 0.73064 -0.53502 -0.12
H -4.01674 -3.08635 -7.32912 0.14
H -3.10482 2.35710 -5.45601 0.14
C 2.40454 2.34873 8.39436 -0.46
H -3.10264 -0.01519 -1.25871 0.16
H 3.88864 2.38273 2.01072 0.12
O 1.60744 2.63141 7.32248 0.03
O -1.59172 -2.24900 -6.44262 0.10
H 0.09813 0.50871 -4.26772 0.13
C -3.46292 -0.06884 1.81378 -0.12
C 4.59826 1.65431 2.41380 -0.17
O -3.17222 2.10650 -2.75408 0.07
H -1.31060 0.67569 1.07455 0.17
C 6.82485 1.27184 2.14042 -0.46
H 1.26294 0.93693 6.20812 0.13
H -0.88133 1.07718 -6.42614 0.13
C 1.96369 1.77796 6.23598 -0.18
H -4.81797 1.06006 0.29798 0.14
H -3.05696 -1.71442 0.37310 0.16
H 1.89218 2.33028 5.29446 0.12
C -3.49252 -4.13606 -4.26965 -0.17
H 0.09207 0.15830 -1.26639 0.16
N -1.53598 -0.02850 0.30905 -0.17
C -4.43731 -4.05060 -5.43969 -0.16
H 6.19069 -0.69052 2.65061 0.14
H -5.01009 -4.96814 -5.59841 0.13
O 1.46966 -0.52034 1.82771 0.03
C -2.17998 2.05329 -4.96024 -0.07
O 2.28181 2.85800 9.49606 0.11
H -0.86810 -0.94760 -4.61078 0.11
H -3.09268 -4.60403 -7.04657 0.14
H 4.40001 1.54927 8.41522 0.14
```

## Properties
total energy = -46006.2016 eV
net charge = +1
Kohn-Sham gap = 0.2662 Eh
max |F| = 10.34 eV Å⁻¹
HOMO level = -0.428 hartree

---

DFT (ωB97M-V/def2-TZVPD) results for 2 unconnected molecules or ions with the total composition C5H8N.

```
14
Properties=species:S:1:pos:R:3:lowdin_charge:R:1
H 0.86027 1.89956 -1.29623 0.10
C 1.60867 1.15260 -1.32254 0.06
C -1.43864 0.01440 0.19317 -0.09
H 2.44937 1.57036 -1.75434 0.08
H 1.51958 -0.33248 1.36562 0.08
C 0.56264 -0.79429 1.17551 -0.11
N -0.24831 -0.31715 0.06496 0.00
H -0.01865 -0.62423 2.19156 0.13
H -3.16314 1.01087 0.64280 0.08
H 1.82527 -1.12124 -1.21277 0.11
H 0.52856 -1.91136 1.31100 0.11
C -2.71615 0.18703 0.14458 0.12
H -3.24782 -0.62027 -0.32529 0.10
C 1.47836 -0.11381 -1.17804 0.21
```

## Properties
total energy = -6792.4108 eV
net charge = +1
Kohn-Sham gap = 0.3245 Eh
max |F| = 5.66 eV Å⁻¹
HOMO level = -0.530 hartree

---

DFT (ωB97M-V/def2-TZVPD) results for O2 in the gas phase.

```
2
Properties=species:S:1:pos:R:3:lowdin_charge:R:1
O 0.71041 0.11499 0.13537 0.00
O -0.71041 -0.11499 -0.13537 0.00
```

## Properties
structure (SMILES) = O=O
total energy = -4088.0219 eV
net charge = 0
Kohn-Sham gap = 0.2830 Eh
max |F| = 9.90 eV Å⁻¹
HOMO level = -0.430 hartree